Entry 1:
# C49H53AsCrN5O3Si

A molecular structure, C49H53AsCrN5O3Si in a non-equilibrium geometry (ωB97M-V with the def2-TZVPD basis set, the OMol25 dataset).

The total energy comes out at -5968.30772 Ha. The value obtained for the LUMO energy (spin up / spin down) is 2.0 / 2.0 eV. The net charge is -1. For the HOMO energy (spin up / spin down), the calculation gives -3.1 / -3.1 eV. For the frontier orbital gap (spin up / spin down), the calculation gives 5.06 / 5.10 eV. The spin multiplicity is 5. The expectation value of S² is 6.025.

Last column: natural (NBO) charge in e.
Positions of all 113 atoms, in Å:
Cr (-0.2853, 1.1342, -0.3082)  1.2643
N (-1.7771, 1.8300, 0.9354)  -0.9668
C (-2.4379, 3.1152, 0.8736)  0.1139
C (-3.1167, 3.4713, 2.0356)  -0.1903
C (-3.8288, 4.6472, 2.1234)  -0.2125
C (-3.8778, 5.4705, 1.0110)  -0.2072
C (-3.1858, 5.1239, -0.1332)  -0.2185
C (-2.4058, 3.9592, -0.2417)  0.0373
C (-1.6307, 3.6953, -1.5212)  -0.1252
C (-1.6453, 4.6982, -2.5064)  -0.2038
C (-1.0845, 4.5127, -3.7563)  -0.2408
C (-0.4673, 3.3059, -4.0454)  -0.2296
C (-0.3698, 2.3536, -3.0458)  -0.2504
C (-0.9224, 2.5001, -1.7612)  -0.4739
H (-2.4819, 1.0833, 0.9657)  0.4073
H (-1.2823, 1.8070, 1.8432)  0.4462
H (-3.0520, 2.8053, 2.8865)  0.2278
H (-4.3354, 4.9109, 3.0416)  0.2094
H (-4.4494, 6.3902, 1.0296)  0.2002
H (-3.2729, 5.7876, -0.9750)  0.1993
H (-2.0953, 5.6574, -2.3100)  0.1920
H (-1.1295, 5.3091, -4.4895)  0.1969
H (-0.0411, 3.1174, -5.0249)  0.1964
H (0.1900, 1.4522, -3.2754)  0.2097
C (-2.5035, -4.4461, 5.3827)  -0.2165
C (-2.0235, -3.2013, 5.7558)  -0.2263
C (-1.5745, -2.3120, 4.7849)  -0.2223
C (-1.5909, -2.6565, 3.4396)  -0.3340
C (-2.0769, -3.9096, 3.0746)  -0.1447
C (-2.5299, -4.7969, 4.0375)  -0.2423
As (-0.8148, -1.3238, 2.2073)  0.9958
C (0.8644, -2.3646, 2.0367)  -0.2883
C (1.9735, -1.9003, 2.7321)  -0.2464
C (3.1658, -2.6161, 2.7390)  -0.1749
C (3.2622, -3.8130, 2.0438)  -0.2583
C (2.1506, -4.2992, 1.3663)  -0.2142
C (0.9617, -3.5825, 1.3731)  -0.2230
C (-1.8292, -1.6745, 0.6017)  -1.1551
C (-3.1887, -1.9557, 0.9636)  -0.2093
C (-4.3584, -2.3900, 0.3626)  -0.3998
C (-4.7128, -2.8520, -0.9631)  -0.2454
C (-3.9005, -3.1552, -1.9958)  -0.2431
C (-2.4261, -3.1528, -1.8372)  -0.6291
H (-2.8654, -5.1374, 6.1327)  0.1983
H (-2.0025, -2.9141, 6.7993)  0.2014
H (-1.2076, -1.3345, 5.0800)  0.2153
H (-2.1184, -4.1857, 2.0276)  0.2148
H (-2.9109, -5.7646, 3.7362)  0.2029
H (1.8998, -0.9764, 3.2952)  0.2172
H (4.0196, -2.2357, 3.2890)  0.1930
H (4.1919, -4.3696, 2.0387)  0.2016
H (2.2024, -5.2481, 0.8457)  0.2049
H (0.0921, -3.9768, 0.8619)  0.2285
H (-3.3838, -1.7977, 2.0307)  0.1897
H (-5.2018, -2.3774, 1.0459)  0.1945
H (-5.7811, -2.9683, -1.1281)  0.1898
H (-4.3449, -3.4096, -2.9528)  0.1879
H (-1.9448, -3.3304, -2.8063)  0.2069
C (3.6462, 1.3696, 1.7719)  -0.3795
N (2.5791, 1.9936, 2.5283)  -0.4445
C (2.8724, 2.8946, 3.5187)  0.0565
C (1.9116, 3.5348, 4.1923)  -0.3740
C (0.5099, 3.2732, 3.8497)  0.6206
O (-0.4047, 3.8355, 4.4332)  -0.6383
N (0.2746, 2.3577, 2.8461)  -0.6500
C (1.2467, 1.7354, 2.2219)  0.7556
O (1.0475, 0.8560, 1.3304)  -0.8001
H (4.5722, 1.4787, 2.3351)  0.1928
H (3.7669, 1.8406, 0.7931)  0.1888
H (3.4337, 0.3166, 1.6271)  0.2298
H (3.9285, 3.0420, 3.7107)  0.1932
H (2.1430, 4.2395, 4.9743)  0.2221
C (3.1592, -1.4998, -0.5798)  -0.4110
N (3.5901, -0.3040, -1.2824)  -0.4429
C (4.9455, -0.3208, -1.7911)  -0.1971
C (5.0802, 0.6835, -2.9147)  -0.4191
C (4.6501, 2.0386, -2.3985)  -0.1948
N (3.3296, 1.9605, -1.7968)  -0.4457
C (2.5990, 3.2109, -1.7407)  -0.3950
C (2.7592, 0.7802, -1.4260)  0.8306
O (1.5532, 0.6705, -1.1531)  -0.7270
H (3.0656, -2.3502, -1.2580)  0.1918
H (2.2132, -1.3206, -0.0793)  0.2591
H (3.9031, -1.7532, 0.1801)  0.2034
H (5.1603, -1.3339, -2.1415)  0.2052
H (5.6633, -0.0960, -0.9888)  0.1797
H (4.4352, 0.3860, -3.7448)  0.2185
H (6.1093, 0.7244, -3.2736)  0.2179
H (4.5994, 2.7662, -3.2127)  0.2051
H (5.3778, 2.4177, -1.6691)  0.1819
H (2.2906, 3.5421, -2.7333)  0.2089
H (3.2508, 3.9657, -1.2916)  0.1909
H (1.7023, 3.1083, -1.1295)  0.2349
C (-3.2760, -0.1467, -1.5706)  -1.1498
Si (-1.8631, -1.3312, -1.2114)  1.6496
C (-1.9803, -4.2817, -0.9126)  -0.5863
C (-0.6466, -1.0768, -2.6500)  -0.4522
C (0.6226, -1.6442, -2.7319)  -0.1305
C (1.3355, -1.6863, -3.9186)  -0.2434
C (0.7754, -1.1682, -5.0816)  -0.2349
C (-0.4960, -0.6235, -5.0278)  -0.2232
C (-1.2012, -0.5755, -3.8299)  -0.1873
H (-4.0052, -0.6132, -2.2323)  0.2484
H (-2.9109, 0.7713, -2.0329)  0.2427
H (-3.7946, 0.1086, -0.6487)  0.2381
H (-2.5502, -4.2843, 0.0144)  0.2131
H (-0.9230, -4.1861, -0.6618)  0.1843
H (-2.1285, -5.2464, -1.4089)  0.1885
H (1.0609, -2.0776, -1.8448)  0.1961
H (2.3236, -2.1333, -3.9382)  0.1951
H (1.3161, -1.2110, -6.0195)  0.2006
H (-0.9517, -0.2194, -5.9245)  0.2049
H (-2.1799, -0.1276, -3.8283)  0.2264

***

Entry 2:
# C49H53HgN8O2S

A molecular structure, C49H53HgN8O2S in a non-equilibrium geometry (ωB97M-V with the def2-TZVPD basis set, the OMol25 dataset).

The total energy comes out at -3038.97409 Ha. The value obtained for the LUMO energy (spin up / spin down) is 3.6 / 3.6 eV. The net charge is -2. For the HOMO energy (spin up / spin down), the calculation gives 1.8 / 1.0 eV. For the frontier orbital gap (spin up / spin down), the calculation gives 1.76 / 2.57 eV. The spin multiplicity is 2. The expectation value of S² is 0.773.

Last column: Löwdin spin population.
Positions of all 114 atoms, in Å:
Hg (-1.7455, 0.1971, 0.5246)  -0.0057
C (2.8534, -1.0136, 3.2805)  0.0005
C (1.3785, -0.7909, 2.8516)  0.0003
C (0.7153, -2.1720, 2.9492)  -0.0001
C (0.5783, 0.1766, 3.6576)  -0.0001
C (0.4132, -0.0844, 5.0014)  0.0000
C (-0.3869, 0.7530, 5.7997)  0.0004
C (-0.9783, 1.8621, 5.2641)  0.0000
C (-0.9115, 2.1756, 3.9113)  0.0004
C (-1.4771, 3.5001, 3.4787)  0.0001
C (-1.6899, 4.4748, 4.6363)  0.0008
C (-2.7721, 3.3519, 2.6940)  -0.0002
C (-0.1731, 1.2772, 3.0849)  -0.0001
N (-0.2591, 1.4303, 1.6462)  0.0093
C (0.7204, 1.9806, 0.8863)  0.0133
C (0.7339, 1.8727, -0.5467)  0.0744
N (-0.2056, 1.1857, -1.1368)  0.0527
C (-0.2106, 0.9540, -2.4918)  0.0051
C (0.4701, -0.1748, -3.0380)  0.0013
C (0.4107, -0.4841, -4.4067)  0.0005
C (-0.4910, 0.1929, -5.1969)  0.0003
C (-1.1379, 1.3658, -4.7169)  0.0002
C (-1.1048, 1.7052, -3.3717)  0.0019
C (-1.9670, 2.8207, -2.8108)  0.0002
C (-3.2916, 2.4015, -2.2482)  -0.0001
C (-2.2941, 3.9518, -3.7635)  0.0000
C (1.3767, -1.1046, -2.2978)  0.0006
C (2.6875, -1.2531, -3.0471)  0.0031
C (1.7339, -0.9405, -0.8244)  0.0041
C (2.0479, 2.3634, -1.0333)  0.1084
C (2.6774, 2.5115, -2.2296)  0.1297
C (3.9491, 3.1971, -2.2047)  0.0446
C (4.5600, 3.6347, -1.0675)  0.1366
C (3.8709, 3.5143, 0.1843)  0.0121
C (4.4421, 3.8593, 1.4325)  0.1132
C (3.6859, 3.7027, 2.5798)  0.0512
C (2.4185, 3.0958, 2.5535)  0.0733
C (1.8780, 2.6706, 1.3325)  0.0984
C (2.6406, 2.8488, 0.1509)  0.0298
H (3.4438, -1.4816, 2.4486)  0.0001
H (3.0528, -1.6513, 4.1532)  0.0000
H (3.4184, -0.0888, 3.4640)  0.0009
H (1.3540, -0.5501, 1.7574)  0.0003
H (1.1002, -2.7731, 3.8153)  0.0000
H (1.0832, -2.7720, 2.0462)  0.0000
H (-0.3668, -2.2586, 2.9757)  -0.0001
H (0.9101, -0.9462, 5.4797)  0.0000
H (-0.4174, 0.4416, 6.8134)  0.0000
H (-1.4349, 2.6455, 5.8754)  0.0000
H (-0.6871, 3.9458, 2.8125)  0.0000
H (-2.6167, 4.2541, 5.2833)  0.0000
H (-1.9381, 5.4846, 4.2214)  0.0001
H (-0.8778, 4.7074, 5.2883)  0.0005
H (-3.6416, 3.1409, 3.3671)  0.0000
H (-2.7368, 2.5638, 1.9668)  -0.0002
H (-3.0690, 4.3158, 2.2324)  0.0000
H (0.9909, -1.2858, -4.8516)  0.0001
H (-0.7971, -0.0962, -6.2066)  0.0001
H (-1.6794, 2.0348, -5.3667)  0.0001
H (-1.3718, 3.2973, -1.9877)  0.0002
H (-4.0272, 1.9984, -2.9802)  0.0000
H (-3.8310, 3.2781, -1.7761)  0.0000
H (-3.1923, 1.6425, -1.4592)  -0.0003
H (-3.0028, 3.7185, -4.5814)  0.0000
H (-1.4249, 4.3984, -4.3272)  0.0002
H (-2.7017, 4.7904, -3.0978)  0.0000
H (0.8617, -2.1027, -2.3243)  0.0000
H (3.3124, -0.3759, -2.9055)  0.0033
H (2.6131, -1.5015, -4.1124)  0.0000
H (3.2187, -2.0640, -2.5887)  0.0001
H (0.9504, -1.3854, -0.1610)  0.0002
H (1.9748, 0.1408, -0.6360)  0.0020
H (2.6689, -1.5142, -0.6862)  0.0001
H (2.2024, 2.2931, -3.1727)  0.0111
H (4.4647, 3.3696, -3.1838)  0.0004
H (5.6022, 3.9696, -1.1239)  0.0086
H (5.4343, 4.2633, 1.4554)  0.0070
H (4.0965, 3.9463, 3.5258)  0.0023
H (1.8645, 2.8832, 3.4853)  0.0050
N (-4.3624, -6.3443, -3.9397)  0.0000
C (-4.1946, -5.4820, -2.9063)  0.0000
C (-3.6610, -4.1355, -3.0542)  0.0000
C (-3.2862, -3.4417, -2.0087)  0.0000
C (-3.3001, -3.9859, -0.6983)  0.0000
C (-4.0222, -5.1649, -0.4937)  0.0000
C (-4.4903, -5.8732, -1.5962)  0.0000
S (-2.5053, -3.0671, 0.5954)  -0.0003
O (-3.0017, -3.4751, 1.8749)  0.0000
O (-1.0736, -3.0021, 0.2283)  -0.0004
N (-2.9992, -1.5512, 0.2905)  -0.0014
C (-4.2936, -1.1334, 0.4624)  -0.0002
N (-5.3165, -2.0107, 0.4891)  -0.0001
C (-6.4573, -1.6427, 0.9944)  -0.0001
C (-6.7366, -0.3199, 1.4205)  0.0000
C (-5.6773, 0.5598, 1.2676)  -0.0001
N (-4.5096, 0.2334, 0.6628)  -0.0003
H (-4.0367, -6.1426, -4.8800)  0.0000
H (-4.8685, -7.2091, -3.7896)  0.0000
H (-3.5059, -3.6979, -4.0450)  0.0000
H (-2.8805, -2.4628, -2.0881)  0.0000
H (-4.3210, -5.4029, 0.5235)  0.0000
H (-5.1193, -6.7310, -1.4644)  0.0000
H (-7.0866, -2.4812, 1.0885)  0.0000
H (-7.6803, -0.1053, 1.8633)  0.0000
H (-5.6381, 1.5928, 1.6259)  0.0000
N (8.9733, -4.6141, -1.4010)  0.0000
C (8.3794, -4.3528, -0.2173)  0.0000
C (7.7916, -3.1339, -0.3356)  0.0000
C (8.0760, -2.7046, -1.6811)  0.0001
N (8.7960, -3.6328, -2.3304)  0.0000
H (9.5127, -5.4635, -1.6728)  0.0000
H (8.3990, -4.9997, 0.6483)  0.0000
H (7.3210, -2.5002, 0.4513)  0.0000
H (7.8257, -1.8081, -2.2895)  0.0002

***

> Look up the net charge of the second one.

-2